(1)
# C6H13IO4

2 unconnected molecules or ions with the total composition C6H13IO4 in a non-equilibrium geometry (wB97M-V/def2-TZVPD, the Open Molecules 2025 dataset).

Its total energy is -22720.93262 eV. The HOMO-LUMO gap (spin up / spin down) is 6.873 / 6.968 eV. As for the net charge: 0. Its HOMO energy (spin up / spin down) is -6.652 / -6.747 eV. For the LUMO energy (spin up / spin down), the calculation gives 0.221 / 0.221 eV.

XYZ file:
```
24
C6H13IO4 (wB97M-V/def2-TZVPD)
I 1.66 -2.67 -0.67
O 1.81 0.01 0.68
O 1.12 -3.44 2.43
O 1.90 -1.47 3.35
O -0.33 -1.94 3.38
C 0.88 -2.22 2.86
C 0.91 -1.00 0.54
C -0.49 -0.57 0.20
C -0.48 2.22 -2.53
C -0.06 1.49 -1.26
C -0.71 0.12 -1.16
H 1.58 -3.47 1.54
H -1.13 -1.46 0.25
H -0.95 -2.66 3.19
H -1.54 2.43 -2.51
H -0.34 -0.53 -1.96
H -0.80 0.12 0.99
H 1.54 -0.75 3.88
H -0.35 2.09 -0.39
H -0.26 1.61 -3.40
H 0.06 3.16 -2.63
H 2.57 -0.30 1.21
H -1.79 0.23 -1.30
H 1.03 1.38 -1.23
```

Atomic partial charges in e from the Mulliken method, atoms 1 to 8: number 1, I, carries -0.11; number 2, O, carries -0.49; number 3, O, carries -0.45; number 4, O, carries -0.45; number 5, O, carries -0.47; number 6, C, carries 0.83; number 7, C, carries -0.05; number 8, C, carries -0.79

(2)
# C6H13N

2 unconnected molecules or ions with the total composition C6H13N in a non-equilibrium geometry (wB97M-V/def2-TZVPD, the Open Molecules 2025 dataset).

The structure (SMILES) is C=CCN.C=CC. Its total energy is -7920.92446 eV. The HOMO-LUMO gap is 10.495 eV. As for the net charge: 0. Its HOMO energy is -9.389 eV. For the LUMO energy, the calculation gives 1.107 eV.

XYZ file:
```
20
C6H13N (wB97M-V/def2-TZVPD)
N -3.11 0.58 -0.66
C -1.59 1.21 1.18
C 0.84 -1.04 -0.95
C -0.48 0.90 1.83
C -1.82 1.24 -0.32
C 1.76 -1.42 -0.05
C 3.23 -1.27 -0.26
H -0.13 -1.51 -0.99
H 3.68 -2.26 -0.33
H -2.98 0.01 -1.48
H 1.38 -1.89 0.85
H -1.87 2.28 -0.65
H -0.45 1.11 2.89
H -3.75 1.30 -0.98
H -0.97 0.77 -0.80
H -2.47 1.51 1.75
H 3.45 -0.72 -1.17
H 3.70 -0.74 0.57
H 0.39 0.44 1.39
H 1.20 -0.48 -1.81
```

Atomic partial charges in e from the Mulliken method, atoms 1 to 8: number 1, N, carries -0.67; number 2, C, carries -0.20; number 3, C, carries -0.85; number 4, C, carries -0.67; number 5, C, carries 0.11; number 6, C, carries 0.09; number 7, C, carries -1.06; number 8, H, carries 0.35

(3)
# C6H13N

2 unconnected molecules or ions with the total composition C6H13N in a non-equilibrium geometry (wB97M-V/def2-TZVPD, the Open Molecules 2025 dataset).

Its total energy is -7917.94811 eV. The HOMO-LUMO gap is 7.867 eV. As for the net charge: 0. Its HOMO energy is -7.743 eV. For the LUMO energy, the calculation gives 0.124 eV.

XYZ file:
```
20
C6H13N (wB97M-V/def2-TZVPD)
N 1.69 -0.29 0.38
C 1.05 1.02 0.19
C -1.48 -0.70 -0.17
C 2.36 -0.70 -0.86
C -2.70 -1.03 -0.63
C -1.23 0.12 1.02
C -0.12 1.12 1.15
H 1.81 1.78 0.39
H -2.02 1.08 -0.12
H -0.46 2.15 1.01
H 0.78 1.13 -0.88
H -2.69 -1.64 -1.52
H 0.30 1.04 2.16
H -3.61 -0.82 -0.10
H 2.73 -1.73 -0.79
H -0.64 -0.66 -0.88
H -1.82 -0.17 1.88
H 3.31 -0.13 -0.94
H 1.77 -0.56 -1.78
H 0.99 -1.03 0.48
```

Atomic partial charges in e from the Mulliken method, atoms 1 to 8: number 1, N, carries -0.44; number 2, C, carries -0.62; number 3, C, carries -0.03; number 4, C, carries -0.92; number 5, C, carries -0.81; number 6, C, carries -0.51; number 7, C, carries -0.67; number 8, H, carries 0.42